Entry 1:
ORCA calculation (ωB97M-V with the def2-TZVPD basis set) on the molecule C4H4N2O2S.

energy relative to the best compared isomer or geometry (same formula, charge and spin): 4.6770 eV
HOMO energy (alpha / beta): -8.38 / -9.23 eV
DFT total energy: -812.64346 a.u.

ORCA input file:
```
! RIJCOSX wB97M-V def2-TZVPD def2/J DEFGRID3
* xyz 0 3
C 0.112 1.655 0.041
C 0.233 0.283 0.029
C -0.799 -0.585 -0.007
C 1.643 -0.268 0.014
N -2.579 1.688 -0.016
N -1.351 -1.779 0.007
O -2.484 -2.130 0.167
O -0.331 -2.505 -0.208
S -1.385 2.551 -0.041
H 0.978 2.294 0.032
H 1.983 -0.311 -1.017
H 2.309 0.381 0.576
H 1.670 -1.273 0.423
*
```

***

Entry 2:
ORCA calculation (ωB97M-V with the def2-TZVPD basis set) on a structure of composition C4H4N2O4.

energy relative to the best compared isomer or geometry (same formula, charge and spin): 5.1288 eV
HOMO energy: -9.91 eV
DFT total energy: -564.99310 a.u.

ORCA input file:
```
! RIJCOSX wB97M-V def2-TZVPD def2/J DEFGRID3
* xyz 0 1
C 0.159 0.151 -1.654
C 0.105 0.259 -0.068
C -0.940 0.216 0.692
C -0.365 0.353 2.056
H -2.009 -1.901 -1.737
H 0.070 -0.710 -3.490
H -1.927 0.527 0.721
H 1.671 0.619 2.109
N -0.462 -0.751 -2.268
N 0.965 0.217 1.878
O -0.779 -1.954 -1.596
O 0.910 0.987 -2.264
O -0.933 0.633 3.225
O 1.417 0.251 0.507
*
```

***

Entry 3:
ORCA calculation (ωB97M-V with the def2-TZVPD basis set) on the molecule C4H4N2O4.

SMILES string: O=C(O)/N=C\C=C=[N+]([O-])O
energy relative to the best compared isomer or geometry (same formula, charge and spin): 2.6616 eV
HOMO energy: -9.24 eV
DFT total energy: -565.08377 a.u.

ORCA input file:
```
! RIJCOSX wB97M-V def2-TZVPD def2/J DEFGRID3
* xyz 0 1
O -1.621 -0.381 0.469
C -0.870 -1.346 0.320
O -1.347 -2.415 -0.333
N 0.345 -1.607 0.906
C 1.375 -0.864 0.831
C 1.635 0.350 0.010
C 0.730 1.151 -0.463
N -0.365 1.883 -0.361
O -0.648 2.910 0.311
O -1.204 1.761 -1.451
H -0.750 -3.102 -0.182
H 2.048 -1.212 1.574
H 2.709 0.499 -0.312
H -2.037 2.375 -1.318
*
```

***

Entry 4:
ORCA calculation (ωB97M-V with the def2-TZVPD basis set) on the molecule C4H4N2OS.

SMILES string: N#C/C(=C\N)OC=S
energy relative to the best compared isomer or geometry (same formula, charge and spin): 2.3676 eV
HOMO energy: -8.88 eV
DFT total energy: -737.68246 a.u.

ORCA input file:
```
! RIJCOSX wB97M-V def2-TZVPD def2/J DEFGRID3
* xyz 0 1
N 0.629 2.709 -0.234
C 0.423 1.663 0.196
C 0.097 0.317 0.669
C 0.843 -0.754 0.144
N 1.794 -0.714 -0.874
O -1.062 -0.033 1.290
C -2.190 0.036 0.592
S -2.488 0.289 -1.020
H 0.585 -1.798 0.206
H 2.203 0.157 -1.252
H 2.215 -1.615 -1.033
H -3.049 -0.257 1.315
*
```

***

Entry 5:
ORCA calculation (ωB97M-V with the def2-TZVPD basis set) on the molecule C4H4N2OS.

SMILES string: Cc1ncc(=S)on1
energy relative to the best compared isomer or geometry (same formula, charge and spin): 2.6990 eV
HOMO energy: -9.27 eV
DFT total energy: -737.67028 a.u.

ORCA input file:
```
! RIJCOSX wB97M-V def2-TZVPD def2/J DEFGRID3
* xyz 0 1
C 2.094 -0.184 0.078
C 0.623 -0.207 -0.091
N -0.021 1.025 -0.103
C -1.280 0.988 -0.016
C -2.060 -0.211 -0.069
S -3.710 -0.211 0.020
O -1.328 -1.337 -0.051
N 0.095 -1.355 -0.071
H 2.647 -1.152 0.368
H 2.543 0.168 -0.847
H 2.233 0.605 0.815
H -1.836 1.871 -0.030
*
```

***

Entry 6:
ORCA calculation (ωB97M-V with the def2-TZVPD basis set) on the molecule C4H4N2OS.

SMILES string: N#C/C=C(\N)SC=O
energy relative to the best compared isomer or geometry (same formula, charge and spin): 0.9393 eV
HOMO energy: -9.10 eV
DFT total energy: -737.73495 a.u.

ORCA input file:
```
! RIJCOSX wB97M-V def2-TZVPD def2/J DEFGRID3
* xyz 0 1
N -3.615 0.254 -0.068
C -2.601 -0.273 -0.180
C -1.352 -0.939 -0.279
C -0.240 -0.297 0.182
N -0.254 1.021 0.549
S 1.308 -1.228 0.213
C 2.556 -0.075 -0.142
O 2.485 1.118 -0.391
H -1.322 -2.018 -0.461
H -1.101 1.534 0.337
H 0.601 1.542 0.359
H 3.533 -0.640 -0.118
*
```

***

Entry 7:
ORCA calculation (ωB97M-V with the def2-TZVPD basis set) on the molecule C4H4N2OS.

SMILES string: C=N/N=C(/C=O)C=S
energy relative to the best compared isomer or geometry (same formula, charge and spin): 4.0821 eV
HOMO energy: -9.02 eV
DFT total energy: -737.61945 a.u.

ORCA input file:
```
! RIJCOSX wB97M-V def2-TZVPD def2/J DEFGRID3
* xyz 0 1
C -1.063 2.135 0.326
N -1.308 0.875 0.246
N -0.623 -0.063 0.832
C 0.240 -0.640 0.114
C 0.706 -1.991 0.754
O 1.489 -2.881 0.480
C 0.689 -0.242 -1.306
S 2.107 -0.570 -1.970
H -1.925 2.824 -0.043
H -0.040 2.442 0.698
H -0.074 -2.173 1.702
H -0.198 0.286 -1.835
*
```

***

Entry 8:
ORCA calculation (ωB97M-V with the def2-TZVPD basis set) on the molecule C4H4N2OS.

SMILES string: Cc1cnnoc1=S
energy relative to the best compared isomer or geometry (same formula, charge and spin): 3.0849 eV
HOMO energy: -9.01 eV
DFT total energy: -737.65610 a.u.

ORCA input file:
```
! RIJCOSX wB97M-V def2-TZVPD def2/J DEFGRID3
* xyz 0 1
C -0.641 2.178 -0.022
C 0.162 0.926 -0.063
C 1.528 0.984 0.012
N 2.300 -0.179 0.068
N 1.796 -1.303 0.050
O 0.292 -1.401 -0.149
C -0.511 -0.375 -0.035
S -2.116 -0.628 0.060
H -1.364 2.136 -0.849
H 0.010 3.062 -0.209
H -1.188 2.247 0.931
H 2.153 1.922 0.167
*
```

***

Entry 9:
ORCA calculation (ωB97M-V with the def2-TZVPD basis set) on a cluster of 2 separate species, C4H4N2S2 in total.

energy relative to the best compared isomer or geometry (same formula, charge and spin): 7.5907 eV
HOMO energy: -8.46 eV
DFT total energy: -1060.43655 a.u.

ORCA input file:
```
! RIJCOSX wB97M-V def2-TZVPD def2/J DEFGRID3
* xyz 0 1
C 1.767 0.260 0.512
C 1.199 -0.857 0.218
C -1.777 -0.584 -0.768
C -0.387 1.431 0.094
H 2.685 0.125 1.105
H 1.820 -1.751 0.497
H -2.647 -1.384 -0.819
H -0.989 0.402 1.320
N -1.745 0.596 -1.281
N -0.633 1.408 -1.290
S 1.221 1.885 0.373
S -0.512 -1.530 0.038
*
```

***

Entry 10:
ORCA calculation (ωB97M-V with the def2-TZVPD basis set) on the ion C4H4N3 with charge +1.

SMILES string: N#C[N+]1(C#N)CC1
energy relative to the best compared isomer or geometry (same formula, charge and spin): 4.4699 eV
HOMO energy: -17.94 eV
DFT total energy: -318.60025 a.u.

ORCA input file:
```
! RIJCOSX wB97M-V def2-TZVPD def2/J DEFGRID3
* xyz 1 1
N -2.069 -1.922 0.178
C -1.393 -1.044 0.008
N -0.318 0.222 -0.080
C -1.039 1.390 -0.095
N -1.602 2.382 -0.067
C 0.906 -0.100 0.786
C 0.932 -0.157 -0.721
H 0.852 -0.951 1.358
H 1.541 0.722 1.231
H 1.411 0.583 -1.452
H 0.779 -1.125 -1.145
*
```

***

Entry 11:
ORCA calculation (ωB97M-V with the def2-TZVPD basis set) on the molecule C4H4N4.

SMILES string: C#CC1=NN=CNN1
energy relative to the best compared isomer or geometry (same formula, charge and spin): 5.9909 eV
HOMO energy: -8.78 eV
DFT total energy: -373.62474 a.u.

ORCA input file:
```
! RIJCOSX wB97M-V def2-TZVPD def2/J DEFGRID3
* xyz 0 1
C 3.111 -0.040 0.221
C 1.899 -0.102 -0.135
C 0.560 -0.127 -0.280
N -0.111 -1.185 -0.348
N -1.464 -1.181 0.265
C -2.037 -0.071 0.247
N -1.379 1.060 -0.104
N 0.041 1.094 -0.001
H 4.155 0.315 0.584
H -3.201 -0.079 0.388
H -1.883 1.801 -0.809
H 0.130 1.487 0.839
*
```

***

Entry 12:
ORCA calculation (ωB97M-V with the def2-TZVPD basis set) on the molecule C4H4N4.

SMILES string: [H]/N=c1/cncncn1
energy relative to the best compared isomer or geometry (same formula, charge and spin): 1.4506 eV
HOMO energy: -9.87 eV
DFT total energy: -373.79159 a.u.

ORCA input file:
```
! RIJCOSX wB97M-V def2-TZVPD def2/J DEFGRID3
* xyz 0 1
H 2.742 0.742 0.860
N 2.248 -0.168 0.644
C 1.171 -0.001 0.021
C 0.432 -1.208 -0.523
N -0.800 -1.461 -0.260
C -1.601 -0.583 0.463
N -1.611 0.716 0.424
C -0.648 1.400 -0.302
N 0.611 1.233 -0.436
H 0.954 -1.902 -1.204
H -2.390 -1.084 1.043
H -1.108 2.317 -0.729
*
```

***

Entry 13:
ORCA calculation (ωB97M-V with the def2-TZVPD basis set) on the molecule C4H4N4.

SMILES string: [H]/N=c1\ccncnn1
energy relative to the best compared isomer or geometry (same formula, charge and spin): 3.2515 eV
HOMO energy: -9.52 eV
DFT total energy: -373.72541 a.u.

ORCA input file:
```
! RIJCOSX wB97M-V def2-TZVPD def2/J DEFGRID3
* xyz 0 1
H -2.335 0.103 -1.957
N -2.203 0.438 -0.970
C -0.947 0.441 -0.568
C 0.348 0.256 -1.274
C 1.432 -0.398 -0.848
N 1.493 -1.124 0.406
C 0.636 -0.887 1.306
N 0.020 0.370 1.525
N -0.697 1.008 0.726
H 0.306 0.579 -2.262
H 2.272 -0.570 -1.514
H 0.648 -1.426 2.233
*
```

***

Entry 14:
ORCA calculation (ωB97M-V with the def2-TZVPD basis set) on the molecule C4H4N4.

SMILES string: c1nc2c([nH]1)N=NC2
energy relative to the best compared isomer or geometry (same formula, charge and spin): 3.9084 eV
HOMO energy: -8.63 eV
DFT total energy: -373.70127 a.u.

ORCA input file:
```
! RIJCOSX wB97M-V def2-TZVPD def2/J DEFGRID3
* xyz 0 1
C 1.984 -0.180 -0.119
N 1.009 -1.122 0.005
C -0.061 -0.464 -0.065
C 0.047 0.834 -0.103
N 1.387 1.088 0.078
N -1.309 1.427 0.070
N -2.073 0.426 -0.234
C -1.563 -0.950 0.025
H 3.015 -0.306 -0.229
H 1.817 2.071 -0.040
H -2.327 -1.693 -0.474
H -1.927 -1.130 1.086
*
```

***

Entry 15:
ORCA calculation (ωB97M-V with the def2-TZVPD basis set) on the molecule C4H4N4O.

SMILES string: [H]/N=c1\nnnccc1O
energy relative to the best compared isomer or geometry (same formula, charge and spin): 5.6238 eV
HOMO energy: -9.06 eV
DFT total energy: -448.88879 a.u.

ORCA input file:
```
! RIJCOSX wB97M-V def2-TZVPD def2/J DEFGRID3
* xyz 0 1
H 2.191 -2.484 -0.393
N 1.869 -1.518 -0.353
C 0.733 -0.978 -0.064
N -0.405 -1.709 0.431
N -1.595 -1.644 0.309
N -2.159 -0.460 -0.352
C -1.862 0.849 -0.163
C -0.544 1.432 0.105
C 0.599 0.700 -0.094
O 1.817 1.185 0.200
H -2.689 1.749 -0.317
H -0.528 2.408 0.524
H 2.574 0.469 0.167
*
```

***

Entry 16:
ORCA calculation (ωB97M-V with the def2-TZVPD basis set) on the molecule C4H4N4O2S.

SMILES string: O=S1(=O)N=CNc2nc[nH]c21
energy relative to the best compared isomer or geometry (same formula, charge and spin): 2.7695 eV
HOMO energy: -8.29 eV
DFT total energy: -922.38861 a.u.

ORCA input file:
```
! RIJCOSX wB97M-V def2-TZVPD def2/J DEFGRID3
* xyz 0 1
O -2.154 0.767 -1.399
S -1.813 0.170 -0.117
O -2.725 0.349 0.949
N -1.592 -1.587 -0.204
C -0.532 -2.212 0.078
N 0.742 -1.729 0.224
C 1.038 -0.351 0.114
N 2.096 0.441 0.039
C 1.721 1.731 -0.038
N 0.373 1.934 0.038
C -0.307 0.872 0.251
H -0.538 -3.311 0.216
H 1.369 -2.434 0.133
H 2.328 2.584 0.071
H -0.005 2.776 -0.353
*
```

***

Entry 17:
ORCA calculation (ωB97M-V with the def2-TZVPD basis set) on the ion C4H4NO with charge +1.

energy relative to the best compared isomer or geometry (same formula, charge and spin): 1.8064 eV
HOMO energy: -15.20 eV
DFT total energy: -284.38968 a.u.

ORCA input file:
```
! RIJCOSX wB97M-V def2-TZVPD def2/J DEFGRID3
* xyz 1 1
C 0.223 0.185 0.105
C -1.888 -0.534 -0.085
C -0.577 -1.019 -0.200
C 1.583 0.883 0.184
N 0.225 1.476 -0.055
O -2.855 -0.020 0.041
H -0.511 -1.213 -1.315
H -0.492 -1.713 0.632
H 1.925 1.046 1.242
H 2.365 0.909 -0.548
*
```

***

Entry 18:
ORCA calculation (ωB97M-V with the def2-TZVPD basis set) on a structure of composition C4H4NO.

energy relative to the best compared isomer or geometry (same formula, charge and spin): 5.1140 eV
HOMO energy (alpha / beta): -15.78 / -15.91 eV
DFT total energy: -284.26813 a.u.

ORCA input file:
```
! RIJCOSX wB97M-V def2-TZVPD def2/J DEFGRID3
* xyz 1 1
C -1.444 -0.623 -0.020
C 0.952 0.353 -0.004
C -1.409 0.802 0.311
C -0.685 -1.650 0.079
N -0.184 1.119 0.317
O 0.949 -0.872 0.460
H 1.275 0.641 -0.958
H 1.917 0.918 0.534
H -2.157 1.444 0.523
H -0.528 -2.761 0.086
*
```

***

Entry 19:
ORCA calculation (ωB97M-V with the def2-TZVPD basis set) on the ion C4H4NO3PS with charge -2.

SMILES string: O=P([O-])([O-])C1=NSC=CC1
energy relative to the best compared isomer or geometry (same formula, charge and spin): 0.3357 eV
HOMO energy: 0.51 eV
DFT total energy: -1174.86023 a.u.

ORCA input file:
```
! RIJCOSX wB97M-V def2-TZVPD def2/J DEFGRID3
* xyz -2 1
O -0.213 -0.527 3.425
P -0.787 -0.964 2.094
O -2.310 -0.917 1.942
O -0.221 -2.258 1.525
C -0.203 0.243 0.714
N 0.530 1.220 0.950
S 1.087 2.249 -0.319
C 1.354 1.075 -1.591
C 0.622 -0.032 -1.640
C -0.619 -0.144 -0.652
H 2.162 1.133 -2.284
H 0.804 -0.553 -2.542
H -1.267 0.644 -0.966
H -0.938 -1.169 -0.656
*
```

***

Entry 20:
ORCA calculation (ωB97M-V with the def2-TZVPD basis set) on a structure of composition C4H4NO4.

energy relative to the best compared isomer or geometry (same formula, charge and spin): 6.2217 eV
HOMO energy: -4.79 eV
DFT total energy: -510.38374 a.u.

ORCA input file:
```
! RIJCOSX wB97M-V def2-TZVPD def2/J DEFGRID3
* xyz -1 1
C -2.646 0.678 0.356
C -2.027 -0.384 -0.117
C 3.000 -0.660 -0.028
C -0.013 -0.393 -0.483
N 0.681 0.583 0.027
O 4.125 -0.260 -0.212
O 2.392 -1.649 0.335
O 2.023 0.646 -0.156
O 0.172 1.642 0.475
H -3.694 0.962 0.422
H -2.109 1.449 0.639
H -2.235 -1.226 -0.766
H 0.330 -1.388 -0.491
*
```